Entry 1:
Here is a structure of composition C36H41AsGaIN2O6S from OMol25. Energies are from ωB97M-V with the def2-TZVPD basis set.

Calculated values
highest occupied orbital energy: -1.51 eV
LUMO level: 4.36 eV
gap between HOMO and LUMO: 5.87 eV
net charge: -2
energy relative to the best compared isomer or geometry (same formula, charge and spin): 0.00 kJ/mol

XYZ file:
```
89
C36H41AsGaIN2O6S ωB97M-V with the def2-TZVPD basis set
Ga 1.08 -0.51 -0.90
O 1.27 -4.68 -2.77
As 0.19 -3.49 -2.03
O -1.22 -3.61 -2.83
O 0.94 -2.01 -2.11
C 0.02 -4.08 -0.19
C -1.16 -4.74 0.13
C -1.38 -5.18 1.43
C -0.43 -4.96 2.41
C 0.74 -4.28 2.10
C 0.97 -3.84 0.81
S 2.54 -3.02 0.52
O 3.32 -3.30 1.71
O 3.07 -3.63 -0.68
O 2.32 -1.56 0.39
H 2.12 -4.51 -2.32
H -1.89 -4.89 -0.65
H -2.30 -5.71 1.67
H -0.60 -5.30 3.43
H 1.49 -4.09 2.85
C -2.12 4.00 1.48
C -1.71 2.52 1.47
C -2.82 1.67 2.11
C -0.35 2.37 2.14
C -0.28 2.66 3.50
C 0.92 2.66 4.19
C 2.08 2.40 3.49
C 2.07 2.10 2.13
C 3.39 1.94 1.40
C 4.21 0.77 1.93
C 4.20 3.24 1.48
C 0.84 2.03 1.44
N 0.83 1.64 0.09
C 0.21 2.40 -0.78
C -0.19 1.98 -2.04
C -0.99 2.77 -2.93
C -1.34 2.30 -4.14
C -0.69 1.04 -4.67
N -0.07 0.63 -2.32
C -1.48 0.28 -5.75
C -1.67 1.18 -6.98
C -2.85 -0.16 -5.21
C -0.70 -0.96 -6.20
H -2.97 4.17 0.80
H -1.30 4.64 1.17
H -2.43 4.31 2.48
H -1.64 2.20 0.43
H -2.85 1.79 3.19
H -2.65 0.62 1.87
H -3.79 1.97 1.70
H -1.20 2.88 4.04
H 0.94 2.85 5.25
H 3.03 2.42 4.01
H 3.17 1.75 0.35
H 4.51 0.92 2.97
H 5.12 0.66 1.33
H 3.65 -0.16 1.87
H 4.53 3.45 2.50
H 3.61 4.09 1.13
H 5.09 3.16 0.84
H -0.01 3.45 -0.52
H -1.38 3.72 -2.57
H -2.05 2.83 -4.76
H -2.13 2.13 -6.72
H -2.31 0.68 -7.71
H -0.71 1.39 -7.45
H -3.47 0.71 -4.99
H -2.73 -0.74 -4.29
H -3.36 -0.78 -5.95
H 0.34 -0.70 -6.43
H -1.15 -1.39 -7.10
H -0.69 -1.74 -5.43
I 3.19 0.37 -2.14
C -0.38 0.17 -3.48
H -0.36 -0.91 -3.59
H 0.29 1.30 -5.13
C -0.40 -0.87 0.45
C -0.62 -0.99 1.64
C -0.77 -1.14 3.05
C 0.39 -1.14 3.84
C 0.31 -1.27 5.21
C -0.93 -1.41 5.84
C -2.08 -1.44 5.06
C -2.00 -1.31 3.69
H 1.35 -1.02 3.35
H 1.22 -1.26 5.81
H -0.99 -1.51 6.91
H -3.05 -1.55 5.54
H -2.91 -1.34 3.09
```

Atom charges from the natural (NBO) analysis, given in e for atoms 1 to 8: number 1, Ga, carries 1.52; number 2, O, carries -1.03; number 3, As, carries 2.49; number 4, O, carries -1.18; number 5, O, carries -1.25; number 6, C, carries -0.42; number 7, C, carries -0.13; number 8, C, carries -0.24

---

Entry 2:
Here is a structure of composition C36H41HgN5Se from OMol25. Energies are from ωB97M-V with the def2-TZVPD basis set.

Calculated values
highest occupied orbital energy: 0.81 eV
LUMO level: 4.21 eV
gap between HOMO and LUMO: 3.40 eV
net charge: -2
energy relative to the best compared isomer or geometry (same formula, charge and spin): 9.93 kJ/mol

XYZ file:
```
84
C36H41HgN5Se ωB97M-V with the def2-TZVPD basis set
Hg -0.58 0.68 0.98
N -2.32 -4.01 0.88
N -1.42 -1.52 -0.36
C 2.68 1.24 -0.89
C 2.92 -0.12 -0.55
C 3.22 -0.18 0.84
C 3.45 -1.42 1.61
H 3.94 -2.18 0.99
H 2.51 -1.85 1.99
H 4.09 -1.22 2.48
C 3.19 1.14 1.35
C 3.43 1.54 2.75
H 4.11 0.83 3.25
H 2.50 1.59 3.34
H 3.89 2.54 2.79
C 2.83 2.02 0.30
C 2.55 3.46 0.42
H 1.49 3.65 0.65
H 2.78 3.98 -0.52
H 3.15 3.90 1.22
C 2.78 -1.26 -1.47
H 3.37 -2.12 -1.12
H 3.13 -1.00 -2.48
H 1.73 -1.60 -1.56
C 2.28 1.76 -2.21
H 1.19 1.71 -2.34
H 2.73 1.16 -3.02
H 2.59 2.80 -2.34
C -2.71 -5.14 1.46
H -3.34 -5.80 0.86
C -2.35 -5.48 2.77
H -2.70 -6.42 3.19
C -1.55 -4.58 3.48
H -1.24 -4.80 4.51
C -1.13 -3.41 2.86
H -0.51 -2.68 3.38
C -1.57 -3.10 1.55
C -1.14 -1.76 1.01
H -0.07 -1.64 1.27
C -1.19 -0.29 -0.84
C -1.88 -2.37 -1.39
H -2.18 -3.38 -1.17
C -1.88 -1.64 -2.51
H -2.16 -1.90 -3.51
N -1.41 -0.36 -2.18
C -1.10 0.68 -3.11
C -0.30 0.38 -4.23
C 0.05 1.43 -5.10
H 0.67 1.20 -5.97
C -0.35 2.74 -4.85
C 0.02 3.86 -5.78
H 0.63 4.62 -5.27
H -0.87 4.37 -6.16
H 0.59 3.48 -6.63
C -1.12 3.01 -3.72
H -1.44 4.03 -3.50
C -1.53 1.98 -2.85
C -2.44 2.31 -1.71
H -3.27 1.59 -1.60
H -2.87 3.30 -1.89
H -1.90 2.37 -0.75
C 0.26 -0.99 -4.47
H -0.51 -1.73 -4.69
H 0.87 -1.35 -3.63
H 0.92 -0.94 -5.34
C 0.35 0.18 4.26
N -0.92 0.09 4.97
C -2.15 -0.16 4.39
Se -2.67 -0.41 2.64
N -3.01 -0.30 5.45
C -2.34 -0.21 6.67
C -2.77 -0.56 7.95
C -1.78 -0.60 8.95
C -0.43 -0.34 8.65
C -0.02 -0.02 7.34
C -1.02 0.04 6.37
H 0.23 0.81 3.37
H 0.72 -0.81 3.97
H 1.07 0.64 4.94
H -3.99 -0.52 5.33
H -3.82 -0.77 8.12
H -2.05 -0.85 9.97
H 0.31 -0.38 9.45
H 1.01 0.17 7.06
```

Atom charges from the Löwdin analysis, given in e for atoms 1 to 8: number 1, Hg, carries 0.62; number 2, N, carries 0.05; number 3, N, carries -0.11; number 4, C, carries -0.28; number 5, C, carries -0.28; number 6, C, carries -0.28; number 7, C, carries -0.10; number 8, H, carries 0.05

---

Entry 3:
Here is a structure of composition C36H41IrNO7P from OMol25. Energies are from ωB97M-V with the def2-TZVPD basis set.

Calculated values
<S²>: 0.860
highest occupied orbital energy (alpha / beta): -9.36 / -10.60 eV
LUMO level (alpha / beta): -4.10 / -4.11 eV
gap between HOMO and LUMO (alpha / beta): 5.25 / 6.49 eV
net charge: +1
energy relative to the best compared isomer or geometry (same formula, charge and spin): 329.28 kJ/mol
multiplicity: 2

XYZ file:
```
87
C36H41IrNO7P ωB97M-V with the def2-TZVPD basis set
Ir 0.09 -0.01 -0.13
O 1.79 -2.56 3.29
C 1.22 -2.02 2.24
O 1.78 -1.31 1.44
C -0.26 -2.38 2.15
O -0.79 -2.07 0.88
C -0.73 -3.12 -0.08
C -0.51 -2.54 -1.52
O -0.84 -3.21 -2.47
O 0.01 -1.37 -1.57
H 2.73 -2.31 3.37
H -0.39 -3.43 2.42
H -0.80 -1.77 2.88
H 0.11 -3.80 0.10
H -1.66 -3.69 -0.08
C 1.95 3.62 -1.88
C 2.02 2.17 -1.37
C 2.85 1.31 -2.33
C 2.74 2.18 0.00
C 0.64 1.66 -1.24
H 2.96 4.01 -2.02
H 1.44 4.24 -1.15
H 1.43 3.67 -2.83
H 3.88 1.67 -2.36
H 2.44 1.36 -3.34
H 2.85 0.27 -2.01
H 3.72 2.63 -0.11
H 2.85 1.16 0.38
H 2.17 2.76 0.72
H -0.15 2.40 -1.33
C -1.63 0.31 -3.44
P -2.14 0.41 -1.69
C -3.25 -1.01 -1.43
C -3.71 -1.78 -2.49
C -4.52 -2.87 -2.24
C -4.90 -3.19 -0.95
C -4.45 -2.42 0.11
C -3.62 -1.33 -0.12
C -3.28 1.83 -1.69
C -4.36 1.88 -0.80
C -5.24 2.94 -0.84
C -5.07 3.96 -1.76
C -3.98 3.94 -2.62
C -3.09 2.88 -2.58
H -2.48 0.56 -4.08
H -1.26 -0.68 -3.65
H -0.81 1.01 -3.61
H -3.43 -1.55 -3.50
H -4.87 -3.47 -3.07
H -5.53 -4.04 -0.76
H -4.74 -2.66 1.12
H -3.24 -0.75 0.70
H -4.52 1.06 -0.11
H -6.08 2.97 -0.16
H -5.78 4.77 -1.80
H -3.85 4.73 -3.34
H -2.24 2.88 -3.25
C -1.79 5.12 -0.29
O -2.44 4.29 0.65
C -2.67 4.80 1.89
C -2.38 6.11 2.28
C -2.61 6.51 3.58
C -3.15 5.63 4.50
C -3.47 4.34 4.12
C -3.22 3.92 2.83
N -3.45 2.57 2.41
C -2.33 1.81 2.18
C -1.30 1.66 3.12
C -1.46 1.85 4.50
C -0.40 1.70 5.38
C 0.86 1.33 4.91
C 1.06 1.10 3.56
C 0.01 1.26 2.65
O 0.20 1.13 1.36
H -2.40 5.99 -0.55
H -1.67 4.50 -1.18
H -0.82 5.45 0.07
H -1.97 6.81 1.57
H -2.38 7.52 3.87
H -3.31 5.95 5.52
H -3.92 3.67 4.83
H -4.12 2.50 1.66
H -2.20 1.35 1.20
H -2.44 2.08 4.88
H -0.56 1.88 6.43
H 1.68 1.24 5.61
H 2.02 0.81 3.18
```

Atom charges from the Löwdin analysis, given in e for atoms 1 to 8: number 1, Ir, carries 1.23; number 2, O, carries 0.16; number 3, C, carries -0.50; number 4, O, carries 0.08; number 5, C, carries -0.09; number 6, O, carries -0.23; number 7, C, carries -0.07; number 8, C, carries -0.63

---

Entry 4:
Here is a structure of composition C36H41KN5O2S2 from OMol25. Energies are from ωB97M-V with the def2-TZVPD basis set.

Calculated values
highest occupied orbital energy: -3.81 eV
LUMO level: 2.32 eV
gap between HOMO and LUMO: 6.13 eV
net charge: -1
energy relative to the best compared isomer or geometry (same formula, charge and spin): 17.01 kJ/mol

XYZ file:
```
87
C36H41KN5O2S2 ωB97M-V with the def2-TZVPD basis set
K 0.47 0.12 -0.59
C 0.75 -2.34 3.27
C 0.15 -1.25 2.60
N 0.83 -0.26 2.09
C 2.18 -0.26 2.16
C 2.87 -1.28 2.84
C 2.11 -2.34 3.39
C 4.28 -1.25 2.94
C 4.96 -0.21 2.35
C 4.29 0.80 1.64
C 2.90 0.81 1.49
N 2.21 1.65 0.67
C 2.61 2.87 0.33
C 3.40 3.74 1.08
C 3.66 5.06 0.70
C 3.17 5.59 -0.46
C 2.37 4.77 -1.29
C 1.82 5.26 -2.50
C 1.06 4.44 -3.28
C 0.83 3.13 -2.83
N 1.30 2.65 -1.71
C 2.09 3.43 -0.92
H 0.14 -3.14 3.65
H -0.93 -1.21 2.48
H 2.63 -3.15 3.89
H 4.80 -2.04 3.47
H 6.04 -0.17 2.41
H 4.88 1.56 1.16
H 3.81 3.40 2.03
H 4.27 5.67 1.36
H 3.37 6.61 -0.76
H 2.03 6.28 -2.78
H 0.63 4.78 -4.22
H 0.23 2.45 -3.44
C -4.72 -3.33 -2.67
C -4.35 -3.36 -1.20
N -3.00 -3.83 -0.96
C -2.79 -5.26 -0.77
C -2.23 -5.97 -1.99
C -1.92 -2.98 -0.93
S -2.20 -1.31 -1.23
N -0.78 -3.61 -0.61
C 0.45 -3.11 -0.81
O 0.79 -2.11 -1.45
C 1.54 -3.91 -0.13
C 1.32 -5.20 0.35
C 2.33 -5.89 0.99
C 3.58 -5.29 1.18
C 3.80 -4.01 0.71
C 2.79 -3.32 0.05
H -5.73 -2.94 -2.81
H -4.68 -4.32 -3.12
H -4.03 -2.67 -3.20
H -5.03 -4.03 -0.65
H -4.44 -2.37 -0.77
H -3.76 -5.69 -0.51
H -2.12 -5.40 0.08
H -2.89 -5.88 -2.85
H -2.08 -7.03 -1.77
H -1.26 -5.54 -2.26
H 0.34 -5.64 0.21
H 2.16 -6.90 1.36
H 4.37 -5.83 1.69
H 4.76 -3.53 0.86
H 2.96 -2.32 -0.32
C -1.91 4.74 2.72
C -1.34 4.81 1.31
C -0.80 3.46 0.84
S -2.04 2.32 0.17
O -3.28 2.46 0.99
C -2.40 3.18 -1.41
C -3.89 3.24 -1.68
C -4.46 1.89 -2.08
H -2.31 5.71 3.04
H -1.14 4.44 3.43
H -2.71 4.00 2.76
H -0.52 5.53 1.27
H -2.10 5.17 0.61
H -0.30 2.91 1.64
H -0.07 3.55 0.04
H -1.90 2.59 -2.18
H -1.94 4.17 -1.41
H -4.06 3.98 -2.47
H -4.39 3.61 -0.78
H -4.00 1.53 -3.00
H -5.54 1.94 -2.23
H -4.26 1.14 -1.31
```

Atom charges from the Löwdin analysis, given in e for atoms 1 to 8: number 1, K, carries 0.65; number 2, C, carries -0.05; number 3, C, carries -0.14; number 4, N, carries 0.06; number 5, C, carries -0.17; number 6, C, carries -0.18; number 7, C, carries -0.03; number 8, C, carries -0.09

---

Entry 5:
Here is a structure of composition C36H41N3OSiSnTe from OMol25. Energies are from ωB97M-V with the def2-TZVPD basis set.

Calculated values
highest occupied orbital energy: -7.50 eV
LUMO level: 0.13 eV
gap between HOMO and LUMO: 7.62 eV
net charge: 0
energy relative to the best compared isomer or geometry (same formula, charge and spin): 7.79 kJ/mol

XYZ file:
```
84
C36H41N3OSiSnTe ωB97M-V with the def2-TZVPD basis set
Sn 1.13 0.85 0.19
C 2.10 4.87 2.23
C 2.10 5.76 1.17
C 1.86 5.30 -0.11
C 1.61 3.94 -0.31
N 1.61 3.10 0.73
C 1.85 3.54 1.96
C 1.27 3.35 -1.63
C 1.38 4.09 -2.82
C 1.04 3.51 -4.03
C 0.60 2.19 -4.07
C 0.52 1.46 -2.89
C 0.83 2.02 -1.66
H 2.28 5.18 3.25
H 2.29 6.81 1.34
H 1.84 5.99 -0.94
H 1.87 2.79 2.74
H 1.74 5.11 -2.81
H 1.12 4.09 -4.94
H 0.33 1.74 -5.01
H 0.19 0.42 -2.94
Te -0.51 -2.77 -0.51
C -2.49 -2.45 -1.20
C -3.57 -2.60 -0.34
C -4.86 -2.38 -0.80
C -5.07 -2.00 -2.12
C -3.99 -1.86 -2.99
C -2.70 -2.08 -2.53
C -0.49 -4.83 -1.01
C -0.20 -5.24 -2.30
C -0.21 -6.59 -2.62
C -0.50 -7.54 -1.64
C -0.78 -7.13 -0.35
C -0.78 -5.77 -0.03
H -3.40 -2.89 0.69
H -5.70 -2.49 -0.13
H -6.08 -1.82 -2.48
H -4.16 -1.56 -4.01
H -1.86 -1.96 -3.20
H 0.03 -4.51 -3.07
H 0.02 -6.91 -3.63
H -0.50 -8.59 -1.89
H -1.01 -7.86 0.42
H -1.01 -5.45 0.98
C -2.85 1.31 -1.01
Si -2.11 1.93 0.58
C -3.47 1.99 1.87
C -1.59 3.72 0.33
N -0.77 0.95 1.09
C -0.86 0.10 2.22
C -1.92 -0.81 2.37
C -1.99 -1.66 3.45
C -1.00 -1.66 4.42
C 0.07 -0.78 4.29
C 0.13 0.09 3.21
H -3.52 2.06 -1.45
H -3.45 0.40 -0.83
H -2.09 1.07 -1.76
H -4.16 2.79 1.58
H -3.09 2.23 2.87
H -4.05 1.07 1.94
H -2.48 4.35 0.28
H -1.04 3.87 -0.60
H -0.98 4.07 1.17
H -2.67 -0.85 1.59
H -2.83 -2.35 3.54
H -1.05 -2.34 5.27
H 0.85 -0.76 5.04
H 0.95 0.79 3.14
C 4.75 -0.95 -0.31
N 4.56 0.29 0.41
C 4.65 1.49 -0.40
C 4.18 0.37 1.71
C 3.98 -0.92 2.46
O 3.96 1.45 2.25
H 5.65 -0.88 -0.94
H 3.90 -1.16 -0.96
H 4.89 -1.79 0.37
H 5.67 1.65 -0.75
H 4.34 2.35 0.19
H 3.99 1.40 -1.27
H 4.93 -1.44 2.61
H 3.29 -1.58 1.94
H 3.56 -0.67 3.43
```

Atom charges from the Löwdin analysis, given in e for atoms 1 to 8: number 1, Sn, carries 1.15; number 2, C, carries -0.04; number 3, C, carries -0.04; number 4, C, carries 0.00; number 5, C, carries -0.25; number 6, N, carries -0.01; number 7, C, carries -0.12; number 8, C, carries -0.23

---

Copy entry 5 word for word.
Here is a structure of composition C36H41N3OSiSnTe from OMol25. Energies are from ωB97M-V with the def2-TZVPD basis set.

Calculated values
highest occupied orbital energy: -7.50 eV
LUMO level: 0.13 eV
gap between HOMO and LUMO: 7.62 eV
net charge: 0
energy relative to the best compared isomer or geometry (same formula, charge and spin): 7.79 kJ/mol

XYZ file:
```
84
C36H41N3OSiSnTe ωB97M-V with the def2-TZVPD basis set
Sn 1.13 0.85 0.19
C 2.10 4.87 2.23
C 2.10 5.76 1.17
C 1.86 5.30 -0.11
C 1.61 3.94 -0.31
N 1.61 3.10 0.73
C 1.85 3.54 1.96
C 1.27 3.35 -1.63
C 1.38 4.09 -2.82
C 1.04 3.51 -4.03
C 0.60 2.19 -4.07
C 0.52 1.46 -2.89
C 0.83 2.02 -1.66
H 2.28 5.18 3.25
H 2.29 6.81 1.34
H 1.84 5.99 -0.94
H 1.87 2.79 2.74
H 1.74 5.11 -2.81
H 1.12 4.09 -4.94
H 0.33 1.74 -5.01
H 0.19 0.42 -2.94
Te -0.51 -2.77 -0.51
C -2.49 -2.45 -1.20
C -3.57 -2.60 -0.34
C -4.86 -2.38 -0.80
C -5.07 -2.00 -2.12
C -3.99 -1.86 -2.99
C -2.70 -2.08 -2.53
C -0.49 -4.83 -1.01
C -0.20 -5.24 -2.30
C -0.21 -6.59 -2.62
C -0.50 -7.54 -1.64
C -0.78 -7.13 -0.35
C -0.78 -5.77 -0.03
H -3.40 -2.89 0.69
H -5.70 -2.49 -0.13
H -6.08 -1.82 -2.48
H -4.16 -1.56 -4.01
H -1.86 -1.96 -3.20
H 0.03 -4.51 -3.07
H 0.02 -6.91 -3.63
H -0.50 -8.59 -1.89
H -1.01 -7.86 0.42
H -1.01 -5.45 0.98
C -2.85 1.31 -1.01
Si -2.11 1.93 0.58
C -3.47 1.99 1.87
C -1.59 3.72 0.33
N -0.77 0.95 1.09
C -0.86 0.10 2.22
C -1.92 -0.81 2.37
C -1.99 -1.66 3.45
C -1.00 -1.66 4.42
C 0.07 -0.78 4.29
C 0.13 0.09 3.21
H -3.52 2.06 -1.45
H -3.45 0.40 -0.83
H -2.09 1.07 -1.76
H -4.16 2.79 1.58
H -3.09 2.23 2.87
H -4.05 1.07 1.94
H -2.48 4.35 0.28
H -1.04 3.87 -0.60
H -0.98 4.07 1.17
H -2.67 -0.85 1.59
H -2.83 -2.35 3.54
H -1.05 -2.34 5.27
H 0.85 -0.76 5.04
H 0.95 0.79 3.14
C 4.75 -0.95 -0.31
N 4.56 0.29 0.41
C 4.65 1.49 -0.40
C 4.18 0.37 1.71
C 3.98 -0.92 2.46
O 3.96 1.45 2.25
H 5.65 -0.88 -0.94
H 3.90 -1.16 -0.96
H 4.89 -1.79 0.37
H 5.67 1.65 -0.75
H 4.34 2.35 0.19
H 3.99 1.40 -1.27
H 4.93 -1.44 2.61
H 3.29 -1.58 1.94
H 3.56 -0.67 3.43
```

Atom charges from the Löwdin analysis, given in e for atoms 1 to 8: number 1, Sn, carries 1.15; number 2, C, carries -0.04; number 3, C, carries -0.04; number 4, C, carries 0.00; number 5, C, carries -0.25; number 6, N, carries -0.01; number 7, C, carries -0.12; number 8, C, carries -0.23